Record 1
Below is C32H37N6O10P3PbS3 as an isolated structure in a non-equilibrium geometry, with properties calculated with ωB97M-V/def2-TZVPD.

Structure (ORCA input):
```
! wB97M-V def2-TZVPD RIJCOSX def2/J DEFGRID3
* xyz -2 1
Pb 0.1273 0.1354 0.3279
C 0.4532 -1.5531 5.0768
S 1.6798 -2.6175 4.2743
C 1.1974 -2.4753 2.5629
S -0.4184 -2.2002 2.1202
N 2.2017 -2.7316 1.7622
N 2.0116 -2.4240 0.4801
C 2.7925 -2.9553 -0.3818
C 2.6661 -2.6310 -1.7990
C 3.5907 -3.1410 -2.7199
C 3.4324 -2.8723 -4.0655
C 2.3512 -2.1067 -4.4762
C 1.4922 -1.6209 -3.4991
N 1.6411 -1.8681 -2.2052
H 0.5716 -1.6777 6.1532
H -0.5385 -1.8579 4.7561
H 0.6344 -0.5206 4.7829
H 3.5558 -3.6806 -0.0923
H 4.4176 -3.7469 -2.3691
H 4.1461 -3.2502 -4.7882
H 2.1732 -1.8942 -5.5225
H 0.6308 -1.0078 -3.7513
O -1.8710 4.1444 0.8215
C -1.6120 2.9524 0.7875
O -0.7567 2.3528 0.0228
C -2.2956 1.9595 1.7848
O -3.3595 2.2383 2.3290
O -1.6194 0.8812 1.9395
N 1.6637 2.9058 -3.0574
C 0.5756 3.6031 -2.2462
C 0.3084 5.0377 -2.6556
P -0.9083 2.5463 -2.6177
O -0.5461 2.6672 -4.3418
O -2.2289 3.1953 -2.5172
O -0.6194 1.0900 -2.3840
P 1.3587 3.4877 -0.5431
O 2.7828 4.2467 -1.2239
O 1.1349 4.3395 0.6447
O 1.7833 2.0311 -0.4945
H 1.2521 2.5797 -3.9380
H 1.9341 2.1264 -2.4090
H 2.4774 3.5121 -3.1380
H -0.0048 5.1012 -3.6981
H 1.1840 5.6607 -2.4734
H -0.5114 5.3896 -2.0277
H -1.4270 2.6121 -4.7311
H 3.2045 4.6340 -0.4480
C -6.2213 1.2100 -2.5318
C -5.5916 1.6807 -1.3898
C -4.4690 1.0355 -0.8963
C -3.9668 -0.0985 -1.5295
C -4.6189 -0.5824 -2.6619
C -5.7343 0.0739 -3.1637
P -2.5395 -0.9259 -0.7089
C -3.6275 -1.9642 0.3859
C -4.4643 -2.9698 -0.1007
C -5.2876 -3.6797 0.7572
C -5.2960 -3.3843 2.1165
C -4.4898 -2.3686 2.6036
C -3.6588 -1.6582 1.7445
C -1.9793 -2.1801 -1.9236
C -1.6377 -3.4636 -1.4895
C -1.1442 -4.4039 -2.3804
C -0.9687 -4.0759 -3.7186
C -1.2518 -2.7870 -4.1483
C -1.7431 -1.8438 -3.2571
H -7.0896 1.7221 -2.9306
H -5.9584 2.5651 -0.8850
H -3.9790 1.4231 -0.0123
H -4.2646 -1.4743 -3.1613
H -6.2291 -0.3127 -4.0484
H -4.4695 -3.2014 -1.1595
H -5.9273 -4.4630 0.3650
H -5.9305 -3.9501 2.7898
H -4.5048 -2.1208 3.6580
H -3.0300 -0.8554 2.1187
H -1.7541 -3.7180 -0.4433
H -0.8940 -5.3981 -2.0291
H -0.6027 -4.8171 -4.4197
H -1.0816 -2.5148 -5.1838
H -1.9428 -0.8287 -3.5818
C 3.8429 2.2316 4.4482
N 2.5977 2.8297 4.0123
C 1.7127 2.1641 3.2253
N 0.4736 2.6659 3.1643
S 2.1566 0.7434 2.4551
H 4.3035 2.8864 5.1877
H 4.5160 2.1031 3.6002
H 3.6733 1.2410 4.8769
H 2.2206 3.5813 4.5626
H 0.3362 3.6663 3.1055
H -0.1704 2.1280 2.5941
*
```

The largest force on an atom is 0.0333 Eh/bohr. The energy relative to the best compared isomer or geometry (same formula, charge and spin) is 91.2 kJ/mol. The gap between HOMO and LUMO is 0.2400 Eh. The value obtained for the calculated total energy is -4734.3959 Eh.

***

Record 2
Below is C32H37N9O4S3Sn as an isolated structure in a non-equilibrium geometry, with properties calculated with ωB97M-V/def2-TZVPD.

Structure (ORCA input):
```
! wB97M-V def2-TZVPD RIJCOSX def2/J DEFGRID3
* xyz -2 1
Sn -0.1747 1.8046 -0.3360
O -0.1633 2.0885 -4.7184
C 0.0756 1.8510 -3.5348
N -0.7782 1.8519 -2.5171
C -2.1640 1.9528 -2.8943
C -2.8590 0.7285 -2.3317
C -3.5264 0.7801 -1.1076
C -4.0238 -0.4059 -0.5326
C -3.8207 -1.5992 -1.2057
C -3.0986 -1.5633 -2.4124
N -2.6090 -0.4524 -2.9896
C 1.4556 1.4503 -3.1237
C 2.5211 1.8681 -3.9755
C 3.8135 1.4499 -3.7479
C 3.9719 0.6586 -2.6086
C 2.9247 0.3185 -1.7981
N 1.6856 0.7299 -2.0420
H -2.6235 2.7810 -2.3509
H -2.3430 2.0559 -3.9939
H -3.5440 1.7302 -0.5814
H -4.4706 -0.3696 0.4648
H -4.0690 -2.6083 -0.8153
H -2.8140 -2.4852 -2.9091
H 2.2783 2.4907 -4.8731
H 4.6040 1.8041 -4.3622
H 4.9969 0.4051 -2.3671
H 3.0834 -0.2692 -0.9226
C -0.9975 6.3901 1.2201
C -0.4747 5.2108 0.4445
S -1.6071 3.9021 0.3409
C 0.7678 5.1015 -0.1108
C 1.7503 6.2670 -0.2002
S 1.5440 3.5711 -0.6981
H -1.4985 6.0153 2.1412
H -1.7696 6.9057 0.6583
H -0.1956 7.0463 1.4825
H 2.5987 6.1283 0.4468
H 1.2636 7.2962 -0.1293
H 2.2111 6.2173 -1.2182
N 4.0661 -2.9119 -4.4570
C 3.6921 -3.4120 -3.1906
C 4.6103 -4.0525 -2.3617
C 4.2880 -4.5167 -1.1032
C 2.9653 -4.4839 -0.7099
C 2.0207 -3.8157 -1.4673
C 2.3676 -3.3101 -2.7420
S 2.5208 -5.0159 0.9279
O 3.7206 -5.3624 1.6638
O 1.4826 -6.0165 0.7306
N 1.7551 -3.7207 1.5281
C 2.3892 -2.5238 1.6183
N 1.6160 -1.5042 2.1015
C 2.2093 -0.3228 2.2774
C 3.4951 -0.0549 1.8552
C 4.1516 -1.1261 1.2666
N 3.6464 -2.3467 1.1541
H 4.9945 -2.5215 -4.4372
H 3.4478 -2.1546 -4.7546
H 5.6383 -4.0614 -2.7176
H 5.0331 -4.9876 -0.4502
H 0.9443 -3.7448 -1.1698
H 1.6953 -2.7319 -3.3379
H 1.6094 0.4115 2.7911
H 3.9237 0.9269 1.8886
H 5.1924 -0.9625 0.8946
C -0.9383 -0.7242 3.2014
N -2.3801 -0.8579 3.4233
C -2.9270 -2.2029 3.2558
C -4.4243 -2.2019 2.9066
C -5.1228 -1.1898 3.8476
N -4.4790 0.0441 3.7436
C -5.2403 1.2766 3.8548
C -3.0861 0.2640 3.7004
O -2.6155 1.3702 3.8313
H -0.8221 -0.0477 2.3505
H -0.5697 -1.6939 2.9189
H -0.4294 -0.2821 4.0162
H -2.7892 -2.8938 4.1435
H -2.4239 -2.6249 2.4321
H -4.8900 -3.1906 2.9972
H -4.5663 -1.9403 1.8198
H -5.1138 -1.5756 4.8613
H -6.2050 -1.0605 3.5111
H -6.1314 1.1647 3.2065
H -4.6379 2.0964 3.5015
H -5.6052 1.4938 4.8871
*
```

The largest force on an atom is 0.0603 Eh/bohr. The energy relative to the best compared isomer or geometry (same formula, charge and spin) is 30.5 kJ/mol. The gap between HOMO and LUMO is 0.2154 Eh. The value obtained for the calculated total energy is -3444.3566 Eh.

***

Record 3
Below is C32H38Cl3F4N4O2S3SiTi as an isolated structure in a non-equilibrium geometry, with properties calculated with ωB97M-V/def2-TZVPD.

Structure (ORCA input):
```
! wB97M-V def2-TZVPD RIJCOSX def2/J DEFGRID3
* xyz 1 1
Ti -0.2446 -0.1466 -0.5001
C 2.1693 -2.2071 -1.1887
N 1.6577 -1.2627 -0.1928
C 2.6755 -0.2215 0.0038
C 1.4406 -1.9472 1.0881
C 0.7074 -1.0257 2.0791
N -0.0236 0.0324 1.3818
C -0.4219 1.0309 2.2699
C 0.2555 2.2576 2.3218
F 1.2851 2.4238 1.4615
C -0.0722 3.2503 3.2339
F 0.6042 4.3991 3.2398
C -1.0811 3.0474 4.1600
C -1.7552 1.8389 4.1475
F -2.7271 1.6106 5.0290
C -1.4224 0.8505 3.2344
F -2.0790 -0.3256 3.2541
H 3.1373 -2.6164 -0.8683
H 2.3231 -1.6987 -2.1445
H 1.4754 -3.0365 -1.3373
H 3.6054 -0.6676 0.3792
H 2.3267 0.5278 0.7130
H 2.8918 0.2699 -0.9457
H 2.4076 -2.2395 1.5199
H 0.8616 -2.8588 0.9151
H 1.4424 -0.5598 2.7571
H 0.0309 -1.6308 2.7058
H -1.3172 3.7964 4.8969
C -3.4391 1.4182 0.3487
Si -3.6445 0.3458 -1.2259
C -4.7004 -1.1836 -0.7642
C -4.4680 1.2634 -2.6906
C -1.8826 -0.0639 -1.8078
H -4.3430 1.4495 0.9474
H -3.1723 2.4428 0.1075
H -2.6346 0.9969 0.9574
H -5.7448 -0.9765 -0.9668
H -4.6162 -1.4242 0.2895
H -4.4372 -2.0651 -1.3398
H -5.4551 1.6462 -2.4562
H -4.5743 0.5905 -3.5383
H -3.8631 2.1040 -3.0217
H -1.6339 0.7267 -2.5270
H -1.8853 -0.9896 -2.3974
C 0.5443 4.5519 -2.4555
O 0.9453 3.2420 -2.8277
C 0.5516 2.2277 -2.0971
S 1.0557 0.6915 -2.5831
S -0.4333 2.3778 -0.7368
H -0.5434 4.6188 -2.3871
H 0.9082 5.2115 -3.2379
H 0.9684 4.8294 -1.4882
Cl 0.2788 -5.2965 4.8595
C -0.1347 -5.6853 3.2337
C 0.7573 -5.4113 2.2064
C 0.3840 -5.6600 0.8977
C -0.8622 -6.1924 0.5834
C -1.2826 -6.3229 -0.8663
C -2.4281 -5.3011 -1.1551
N -2.1277 -4.0233 -0.5750
C -2.6112 -3.5484 0.6044
C -2.0115 -2.3413 0.8120
N -1.1494 -2.0836 -0.2154
C -1.2487 -3.1199 -1.0348
O -1.7200 -7.6256 -1.1588
C -1.2661 -8.1666 -2.3884
C -1.7917 -7.4228 -3.5832
C -1.1186 -6.4442 -4.2605
Cl 0.4895 -5.9094 -3.9832
S -2.0597 -5.7217 -5.5240
C -3.3834 -6.7443 -5.1292
C -3.1029 -7.5847 -4.1045
C -1.7190 -6.5164 1.6360
Cl -3.2511 -7.2450 1.3369
C -1.3636 -6.2606 2.9524
H 1.7280 -5.0070 2.4417
H 1.0897 -5.4522 0.1048
H -0.4216 -6.0607 -1.4958
H -3.3554 -5.6807 -0.7217
H -2.5563 -5.1964 -2.2339
H -3.3390 -4.0766 1.1844
H -2.1787 -1.6514 1.6129
H -0.7350 -3.2198 -1.9756
H -1.6495 -9.1889 -2.3878
H -0.1681 -8.1842 -2.4056
H -4.2893 -6.6586 -5.6936
H -3.7962 -8.3054 -3.7148
H -2.0538 -6.4941 3.7461
*
```

The largest force on an atom is 0.0334 Eh/bohr. The energy relative to the best compared isomer or geometry (same formula, charge and spin) is 47.2 kJ/mol. The gap between HOMO and LUMO is 0.2992 Eh. The value obtained for the calculated total energy is -5725.1056 Eh.

***

Record 4
Below is a 6-piece molecular cluster, C32H38ClF5O19 overall in a non-equilibrium geometry, with properties calculated with ωB97M-V/def2-TZVPD.

Structure (ORCA input):
```
! wB97M-V def2-TZVPD RIJCOSX def2/J DEFGRID3
* xyz 0 1
O 2.0401 0.3293 -1.4017
C 1.5148 -0.3820 -0.5111
O 2.2494 -0.7618 0.6689
C 1.5609 -1.9391 1.2338
C 2.5115 -3.2142 1.0071
C 2.3912 -3.8351 -0.4681
C 3.3741 -5.1021 -0.7250
Cl 3.7565 -6.0645 0.7971
C -0.0183 -2.0685 0.8094
C -0.7468 -1.6759 2.1836
O -2.1948 -1.6198 2.1240
C -2.7760 -2.8922 1.8464
C -3.0678 -3.4182 0.4032
C -3.7388 -4.7763 0.0557
C -4.1754 -5.7025 1.2255
C -3.8871 -5.2272 2.7032
C -3.2048 -3.8459 3.0260
C 0.0348 -1.0228 -0.4130
C -0.9846 0.2196 -0.4757
C -2.1538 -0.1573 -1.5210
C -3.6446 0.1999 -1.0361
O -3.8531 0.1445 0.3949
H 1.5949 -1.7041 2.3544
H 3.6201 -2.9044 1.1454
H 2.2735 -3.9577 1.8557
H 2.6207 -3.0510 -1.2913
H 1.3217 -4.2109 -0.6375
H 2.8463 -5.8177 -1.4470
H 4.3495 -4.7755 -1.2548
H -0.2095 -3.1439 0.4409
H -0.3753 -0.6208 2.4750
H -0.3817 -2.3969 2.9994
H -2.7593 -2.7421 -0.4644
H -3.9105 -5.0139 -1.0619
H -4.6917 -6.6835 0.9596
H -4.2397 -5.9590 3.5249
H -3.0451 -3.5873 4.1266
H 0.0440 -1.7305 -1.3341
H -1.3447 0.6053 0.5372
H -0.3941 1.0956 -0.9573
H -1.9688 0.4498 -2.4877
H -2.0047 -1.2583 -1.8268
H -4.3382 -0.6111 -1.4980
H -4.0144 1.1961 -1.4950
H -4.2444 -0.7081 0.6810
O 0.3160 -1.6486 7.0138
C 0.5742 -0.5890 6.5203
O 1.3647 -0.4294 5.4188
C 1.3111 0.9490 5.0785
C 0.9319 1.5842 6.3767
F 0.1833 2.6954 6.1720
O 0.1211 0.6070 6.9934
H 0.5597 1.1019 4.2981
H 2.2761 1.2999 4.7090
H 1.7800 1.8216 7.0259
O 5.3178 3.1204 -6.4308
C 5.0288 2.4280 -5.4959
O 4.4152 2.8837 -4.3674
C 4.1297 1.7415 -3.5705
C 5.1309 0.7481 -4.0646
F 4.6440 -0.5132 -3.9875
O 5.2795 1.0896 -5.4281
H 3.0979 1.4244 -3.7465
H 4.2513 1.9631 -2.5093
H 6.1025 0.8011 -3.5644
O 2.6983 2.3433 10.6736
C 1.6304 2.8012 10.3837
O 1.3690 3.4507 9.2115
C -0.0254 3.7140 9.1989
C -0.3716 3.6927 10.6527
F -1.6336 3.2423 10.8454
O 0.5297 2.7445 11.1849
H -0.5370 2.9315 8.6317
H -0.2376 4.6786 8.7349
H -0.2392 4.6524 11.1610
O -0.6300 -0.5622 -3.8612
C -0.1616 0.0043 -4.8105
O 0.9774 0.7528 -4.7690
C 1.2621 1.1344 -6.1075
C -0.0799 1.0405 -6.7579
F 0.0358 0.6838 -8.0633
O -0.7064 -0.0158 -6.0577
H 1.9894 0.4386 -6.5370
H 1.6756 2.1438 -6.1490
H -0.6862 1.9487 -6.6725
O -1.8454 2.9187 -5.6245
C -2.3335 3.6218 -6.4671
O -1.6216 4.2404 -7.4503
C -2.5686 4.8582 -8.3101
C -3.7549 5.0190 -7.4150
F -4.9086 4.9264 -8.1159
O -3.6619 3.9034 -6.5522
H -2.7685 4.2017 -9.1617
H -2.1957 5.8131 -8.6836
H -3.7524 5.9406 -6.8256
*
```

The largest force on an atom is 0.0970 Eh/bohr. As for the SMILES: O=C1O[C@H](CCCCl)[C@@H](COc2ccccc2)[C@H]1CCCO.O=C1OC[C@@H](F)O1.O=C1OC[C@@H](F)O1.O=C1OC[C@@H](F)O1.O=C1OC[C@@H](F)O1.O=C1OC[C@@H](F)O1. The gap between HOMO and LUMO is 0.3388 Eh. The value obtained for the calculated total energy is -3631.0441 Eh.

***

Number 1: HOMO -2.387 eV, lowest unoccupied orbital energy 4.14 eV. Number 2: HOMO -1.786 eV, lowest unoccupied orbital energy 4.08 eV. Number 3: HOMO -11.359 eV, lowest unoccupied orbital energy -3.22 eV. Number 4: HOMO -8.887 eV, lowest unoccupied orbital energy 0.33 eV.